Entry 1:
{
  "formula": "C37H41CuN5O2",
  "method": "the ωB97M-V functional and the def2-TZVPD basis",
  "e_above_lowest_ev": 0.0000,
  "multiplicity": 1,
  "gap_ha": 0.1982,
  "charge": -1,
  "e_tot_ha": -3499.35513,
  "symbols": ["C", "C", "C", "C", "C", "N", "H", "C", "H", "O", "C", "H", "O", "H", "C", "H", "H", "H", "C", "C", "H", "C", "C", "H", "N", "N", "C", "C", "H", "H", "H", "H", "H", "Cu", "H", "H", "H", "H", "H", "H", "C", "H", "H", "C", "C", "H", "H", "H", "H", "N", "C", "H", "H", "H", "C", "H", "C", "H", "C", "H", "C", "H", "C", "H", "C", "C", "C", "C", "H", "H", "C", "C", "C", "C", "H", "H", "C", "H", "C", "C", "C", "N", "C", "H", "C", "H"],
  "xyz": [[2.451, 5.904, 22.509], [6.993, 7.188, 19.159], [5.542, 7.431, 14.844], [3.326, 5.808, 23.738], [3.903, 9.995, 17.206], [6.024, 6.380, 19.631], [5.425, 7.516, 12.693], [1.154, 6.615, 22.845], [0.648, 6.119, 23.713], [7.652, 8.552, 17.380], [5.130, 8.058, 16.102], [3.632, 6.822, 24.014], [5.344, 4.099, 22.182], [2.587, 0.061, 19.015], [0.671, 2.690, 21.831], [3.220, 4.158, 16.555], [2.802, 10.211, 14.752], [9.419, 6.584, 21.438], [0.505, 6.632, 17.431], [2.618, 10.784, 17.015], [3.776, 9.273, 18.039], [3.631, 9.496, 14.758], [8.419, 6.549, 21.008], [7.701, 5.488, 16.360], [2.728, 5.781, 17.710], [4.045, 4.769, 20.390], [6.568, 6.326, 14.696], [2.928, 4.038, 20.852], [2.996, 6.516, 21.767], [7.850, 7.655, 13.498], [3.821, 2.901, 18.591], [2.096, 7.393, 18.722], [0.464, 4.319, 23.178], [4.438, 6.142, 18.579], [8.569, 6.066, 13.891], [4.666, 11.362, 18.611], [5.185, 11.767, 17.029], [2.283, 11.367, 17.892], [8.421, 7.260, 15.172], [-0.187, 7.345, 17.861], [1.172, 4.702, 16.191], [5.395, 1.209, 19.136], [2.781, 11.582, 16.246], [1.348, 2.142, 20.721], [4.229, 9.172, 15.992], [5.960, 5.341, 16.519], [6.180, 5.781, 13.815], [-0.165, 2.126, 22.221], [4.257, 5.268, 23.451], [-2.036, 5.628, 15.192], [1.756, 6.606, 18.019], [4.520, 0.667, 20.546], [3.443, 0.691, 17.573], [5.958, 10.387, 17.840], [4.730, 1.530, 19.915], [8.900, 8.060, 19.461], [0.186, 5.645, 16.494], [1.802, 1.254, 17.955], [4.071, 8.877, 13.618], [2.756, 5.340, 24.573], [8.205, 7.331, 19.877], [1.754, 10.129, 16.697], [-1.037, 5.658, 15.783], [1.034, 3.950, 15.438], [7.405, 5.718, 21.461], [2.509, 2.781, 20.258], [7.944, 6.891, 14.246], [2.401, 4.789, 16.855], [5.233, 2.237, 20.598], [1.318, 7.687, 23.141], [6.760, 5.338, 15.791], [2.142, 4.575, 21.888], [4.999, 10.906, 17.686], [6.772, 7.836, 17.851], [0.533, 6.662, 21.936], [0.949, 1.262, 20.258], [2.802, 0.966, 18.409], [7.577, 5.154, 22.380], [5.111, 4.786, 21.177], [6.220, 5.657, 20.759], [1.033, 3.886, 22.389], [5.546, 7.477, 17.306], [5.021, 7.903, 13.652], [6.868, 4.324, 15.360], [3.444, 2.105, 19.250], [3.666, 9.175, 12.654]],
  "lowdin_charge": [-0.41, -0.16, -0.12, -0.06, -0.41, 0.10, 0.12, -0.10, 0.08, 0.01, -0.14, 0.07, -0.02, 0.08, -0.10, 0.11, 0.09, 0.10, 0.01, -0.11, 0.12, -0.06, -0.05, 0.09, 0.02, 0.08, -0.39, -0.15, 0.13, 0.06, 0.10, 0.13, 0.08, 0.35, 0.07, 0.07, 0.09, 0.07, 0.07, 0.12, 0.02, 0.06, 0.08, -0.04, -0.12, 0.04, 0.12, 0.09, 0.07, 0.16, -0.11, 0.08, 0.06, 0.07, -0.05, 0.11, -0.22, 0.08, -0.13, 0.09, 0.01, 0.09, -0.18, 0.12, 0.00, -0.11, -0.06, -0.06, 0.07, 0.09, -0.08, -0.14, -0.06, -0.49, 0.08, 0.08, -0.10, 0.12, -0.54, -0.16, -0.06, 0.04, -0.09, 0.08, -0.36, 0.09]
}



Entry 2:
{
  "formula": "C6H12O2Si",
  "method": "the ωB97M-V functional and the def2-TZVPD basis",
  "e_above_lowest_ev": 0.2992,
  "multiplicity": 1,
  "gap_ha": 0.4027,
  "smiles": "C=C[Si](C)(C)OC(C)=O",
  "e_tot_ha": -675.81617,
  "symbols": ["C", "H", "H", "C", "C", "H", "C", "H", "H", "O", "C", "O", "H", "H", "H", "H", "H", "H", "H", "C", "Si"],
  "xyz": [[-2.073, 1.286, 0.371], [-2.974, 0.640, 0.369], [-2.282, 2.025, -0.341], [1.376, -0.752, 0.910], [-0.690, -2.007, -1.662], [1.553, 1.492, -0.783], [2.137, -0.708, 2.283], [2.214, 0.318, 2.482], [-2.251, -0.592, -1.903], [2.003, -1.158, -0.090], [-1.361, -0.966, -1.329], [0.070, -0.349, 0.982], [0.301, -2.247, -1.242], [-1.202, -2.630, -2.369], [0.392, 1.612, -2.089], [0.131, 2.607, -0.689], [3.127, -1.125, 2.192], [-1.816, 1.846, 1.268], [1.517, -1.242, 2.990], [0.494, 1.634, -1.045], [-0.668, 0.315, -0.306]],
  "nbo_charge": [-1.14, 0.24, 0.23, 0.82, -0.31, 0.25, -0.70, 0.23, 0.22, -0.61, -0.74, -0.85, 0.23, 0.19, 0.24, 0.23, 0.23, 0.25, 0.23, -1.11, 1.88]
}



Entry 3:
{
  "formula": "C25H27N5O3S",
  "method": "the ωB97M-V functional and the def2-TZVPD basis",
  "e_above_lowest_ev": 3.4063,
  "multiplicity": 1,
  "gap_ha": 0.2852,
  "smiles": "CCN1CCN(c2nc3c(C)cccn3c(=O)c2/C=C(\\C#N)S(=O)(=O)c2ccc(C)cc2)CC1",
  "e_tot_ha": -1866.53191,
  "symbols": ["H", "H", "H", "C", "H", "C", "H", "H", "C", "H", "C", "C", "H", "H", "C", "H", "N", "H", "H", "C", "H", "C", "H", "O", "H", "N", "C", "H", "H", "C", "N", "N", "C", "H", "H", "O", "C", "S", "H", "C", "H", "C", "C", "H", "H", "C", "N", "C", "H", "C", "C", "C", "C", "O", "C", "H", "H", "H", "C", "C", "C"],
  "xyz": [[0.663, 0.188, -2.172], [6.089, -0.073, 2.450], [6.896, 3.378, 1.399], [-2.148, -1.717, 2.043], [-1.692, -4.300, -0.587], [6.008, 1.475, 0.973], [-5.213, 2.767, 2.846], [-0.924, -2.093, -0.995], [0.390, 0.020, -1.137], [5.703, 2.830, -0.658], [-0.899, 0.476, -0.722], [-4.525, 3.670, 0.471], [4.410, -1.507, 1.304], [-4.264, -1.932, 1.596], [-1.633, -0.045, 0.373], [-3.605, 2.062, 3.112], [-3.209, -3.312, 0.446], [-4.858, 1.095, 2.363], [6.998, 2.208, 2.725], [4.705, -0.553, 0.897], [-2.439, -0.832, 2.606], [5.640, 0.251, 1.523], [-3.566, -3.290, 2.493], [2.830, -0.835, -2.478], [8.034, 2.036, 1.311], [-2.594, 0.685, 0.968], [-1.432, 1.592, -1.439], [-5.291, 4.256, 0.956], [-4.891, -2.509, -0.414], [-1.811, -3.634, 0.267], [-1.469, -1.293, 0.840], [-2.557, 2.231, -0.801], [7.038, 2.329, 1.645], [-4.203, -4.644, -1.586], [-2.898, -3.742, -2.368], [-1.015, 2.064, -2.479], [-4.064, 4.054, -0.807], [2.871, -1.114, -1.068], [0.106, -2.611, 0.346], [-4.012, 2.569, 1.090], [-4.572, -3.284, -2.653], [-4.457, 2.104, 2.436], [5.423, 1.882, -0.222], [-3.405, -1.751, -1.011], [-4.476, 4.918, -1.301], [-3.005, 1.799, 0.426], [1.365, -0.681, 2.196], [1.319, -0.619, 1.047], [-1.434, -2.299, 2.630], [-0.928, -2.381, 0.060], [4.141, -0.126, -0.289], [-3.878, -3.658, -1.905], [-3.858, -2.710, -0.710], [3.010, -2.487, -0.654], [4.485, 1.086, -0.855], [4.024, 1.380, -1.785], [-2.658, 3.557, -2.368], [-1.490, -4.178, 1.158], [-3.385, -2.570, 1.686], [-3.089, 3.327, -1.404], [1.343, -0.501, -0.335]],
  "nbo_charge": [0.27, 0.22, 0.22, -0.25, 0.22, 0.02, 0.22, 0.21, -0.02, 0.22, -0.38, -0.14, 0.24, 0.20, 0.51, 0.23, -0.45, 0.23, 0.22, -0.18, 0.25, -0.22, 0.20, -0.94, 0.23, -0.57, 0.67, 0.22, 0.20, -0.24, -0.38, -0.39, -0.63, 0.22, 0.20, -0.61, -0.28, 2.18, 0.22, -0.04, 0.22, -0.63, -0.22, 0.16, 0.23, 0.44, -0.31, 0.27, 0.21, -0.24, -0.29, -0.62, -0.21, -0.94, -0.18, 0.24, 0.26, 0.20, -0.22, 0.05, -0.52]
}



Entry 4:
{
  "formula": "F12KN6O24S12",
  "method": "the ωB97M-V functional and the def2-TZVPD basis",
  "e_above_lowest_ev": 0.0000,
  "multiplicity": 1,
  "gap_ha": 0.2573,
  "charge": -5,
  "e_tot_ha": -8710.71636,
  "symbols": ["K", "F", "O", "O", "O", "F", "F", "O", "F", "O", "S", "N", "S", "F", "S", "O", "O", "O", "F", "N", "S", "O", "O", "O", "F", "N", "F", "O", "O", "F", "S", "S", "S", "S", "O", "F", "N", "S", "O", "N", "O", "O", "S", "O", "N", "F", "O", "O", "O", "O", "F", "S", "O", "O", "S"],
  "xyz": [[-1.561, 0.794, -0.391], [-2.680, -3.400, -2.800], [-0.748, -4.023, 0.080], [3.147, -0.563, -0.860], [-3.008, -3.106, 0.204], [0.190, 5.001, -1.892], [4.711, -2.237, 2.722], [0.592, 1.937, 3.909], [-1.129, -1.873, 1.019], [3.637, -0.211, 3.210], [0.671, -2.508, -4.453], [-0.557, -3.447, -3.870], [-2.561, 3.841, -3.485], [4.389, 4.799, 0.460], [0.734, 4.518, -0.464], [5.039, -0.443, 1.172], [3.476, 2.670, -0.111], [0.107, 5.403, 0.469], [1.671, -3.759, -4.651], [2.785, -1.771, 1.402], [-0.486, 1.025, 4.029], [-1.782, 1.484, 4.437], [-2.434, 3.573, -2.093], [-1.217, 1.247, -3.034], [1.425, -2.028, -0.530], [-1.330, 3.358, -4.452], [0.372, -1.620, 6.740], [-1.287, -1.610, -2.142], [-2.668, 1.334, -5.026], [-0.815, 0.673, 2.489], [-1.569, -2.360, -3.320], [2.247, -0.862, 0.201], [0.149, -0.130, 6.101], [-1.523, 1.796, -4.302], [-3.866, 3.935, -4.051], [-2.537, -5.243, 4.111], [-0.137, -0.497, 4.596], [3.010, 3.913, 0.338], [-0.941, 0.349, 6.904], [2.274, 4.850, -0.792], [0.528, -1.954, -5.742], [-2.279, -1.655, -4.349], [4.012, -0.920, 2.035], [-4.112, -4.783, 2.434], [-1.789, -3.682, 2.412], [-0.345, 1.286, -5.233], [1.454, 0.406, 6.368], [0.327, 3.148, -0.472], [2.536, 4.166, 1.658], [1.305, -1.781, -3.423], [-2.027, 5.367, -3.431], [-1.743, -3.324, 0.808], [-2.173, -6.166, 1.929], [1.206, 0.044, 0.607], [-2.685, -4.959, 2.524]],
  "nbo_charge": [0.97, -0.52, -0.90, -0.91, -0.94, -0.52, -0.56, -0.88, -0.50, -0.92, 2.46, -1.15, 2.44, -0.56, 2.47, -0.93, -0.87, -0.95, -0.54, -1.13, 2.43, -0.95, -0.92, -0.94, -0.51, -1.12, -0.54, -0.93, -0.95, -0.52, 2.47, 2.46, 2.44, 2.47, -0.94, -0.53, -1.07, 2.45, -0.96, -1.15, -0.94, -0.96, 2.44, -0.97, -1.14, -0.50, -0.94, -0.94, -0.92, -0.89, -0.53, 2.48, -0.97, -0.95, 2.47]
}